Run a
40
Properties=species:S:1:pos:R:3 method="wB97M-V/def2-TZVPD" e_lumo_ev=-0.44 charge=0 orbital_gap_ev=9.8070
Ar -15.723 5.357 -9.263
O -16.486 3.530 -6.775
H -16.752 3.207 -5.915
H -17.294 3.861 -7.168
O -14.526 2.067 -8.175
H -13.848 2.476 -7.637
H -15.348 2.414 -7.829
O -11.760 5.502 -10.534
H -12.096 5.847 -9.707
H -12.519 5.096 -10.951
O -14.646 5.757 -6.058
H -13.944 5.861 -6.700
H -15.030 4.903 -6.259
O -13.946 4.488 -11.996
H -14.766 4.014 -11.855
H -13.577 4.099 -12.789
O -12.512 6.353 -7.602
H -12.666 7.292 -7.492
H -11.752 6.168 -7.050
O -19.368 4.512 -10.877
H -20.263 4.354 -11.178
H -19.112 5.329 -11.306
O -18.792 1.830 -8.519
H -18.196 1.181 -8.893
H -18.585 2.641 -8.983
O -18.174 5.791 -5.579
H -17.297 5.589 -5.906
H -18.740 5.710 -6.347
O -18.887 4.825 -8.069
H -19.262 4.155 -7.497
H -19.385 4.752 -8.883
O -18.807 7.869 -7.663
H -19.699 8.198 -7.777
H -18.742 7.134 -8.273
O -17.640 8.609 -10.667
H -16.934 8.068 -10.314
H -17.530 9.458 -10.238
O -16.880 3.843 -12.136
H -16.800 2.898 -12.005
H -17.681 4.083 -11.669



Run b
40
Properties=species:S:1:pos:R:3 method="wB97M-V/def2-TZVPD" e_lumo_ev=0.17 charge=0 orbital_gap_ev=10.6168
Ar 3.799 -14.266 -3.776
O 4.774 -14.277 -0.551
H 3.871 -14.470 -0.804
H 5.115 -15.109 -0.224
O 2.438 -15.691 -6.439
H 2.185 -14.771 -6.363
H 3.333 -15.667 -6.778
O 1.646 -13.089 -6.158
H 2.478 -12.725 -5.855
H 1.042 -12.943 -5.430
O 4.924 -15.093 -7.453
H 5.453 -14.480 -6.942
H 4.632 -14.585 -8.209
O 3.666 -9.983 -3.634
H 3.642 -9.078 -3.943
H 3.652 -10.510 -4.434
O 2.146 -15.226 -0.457
H 1.688 -15.011 0.356
H 1.965 -16.155 -0.597
O 5.827 -17.352 -3.707
H 4.990 -17.807 -3.607
H 5.928 -17.241 -4.652
O 1.478 -16.534 -3.879
H 0.583 -16.497 -4.217
H 2.004 -16.090 -4.545
O -0.005 -13.031 -3.896
H 0.179 -13.043 -2.956
H -0.841 -13.489 -3.982
O 7.384 -13.876 -2.865
H 6.714 -13.345 -2.434
H 7.323 -14.731 -2.438
O 6.290 -13.600 -5.489
H 7.025 -13.160 -5.916
H 6.614 -13.816 -4.615
O 3.466 -18.722 -3.769
H 2.801 -18.034 -3.798
H 2.967 -19.537 -3.713
O 4.362 -11.689 -5.804
H 4.965 -12.423 -5.687
H 4.868 -11.037 -6.288



Most stable: run b



Run a
62
Properties=species:S:1:pos:R:3 method="wB97M-V/def2-TZVPD" e_lumo_ev=-1.32 charge=0 orbital_gap_ev=6.9257
Ti -0.627 -0.052 0.299
C -2.628 1.779 -2.417
Se -1.681 0.076 -2.290
C -3.321 -1.051 -2.400
C -2.955 -2.423 -2.946
Se -1.542 -3.309 -1.884
C -0.120 -3.173 -3.212
H -3.450 1.788 -1.706
H -2.997 1.929 -3.428
H -1.921 2.563 -2.162
H -4.026 -0.554 -3.066
H -3.754 -1.141 -1.407
H -2.567 -2.346 -3.961
H -3.812 -3.094 -2.945
H -0.430 -3.697 -4.113
H 0.762 -3.649 -2.791
H 0.084 -2.124 -3.419
C 1.851 0.168 2.379
N 0.438 0.324 2.035
C -0.336 0.924 2.881
C -1.698 1.162 2.572
C -2.745 1.691 3.333
C -3.875 1.674 2.519
C -3.472 1.140 1.294
N -2.168 0.832 1.309
C 2.137 -1.062 3.215
C 2.887 -0.953 4.379
C 3.195 -2.081 5.128
C 2.737 -3.325 4.724
C 1.993 -3.441 3.558
C 1.707 -2.318 2.798
H 2.192 1.054 2.920
H 2.429 0.088 1.461
H 0.060 1.280 3.832
H -2.677 2.038 4.353
H -4.868 2.013 2.764
H -4.081 0.961 0.419
H 3.242 0.019 4.703
H 3.798 -1.989 6.022
H 2.956 -4.205 5.315
H 1.646 -4.413 3.231
H 1.164 -2.412 1.868
O 2.872 -0.943 -0.435
C 1.907 -0.511 -1.029
O 0.667 -0.853 -0.734
C 2.170 0.457 -2.175
C 3.498 0.716 -2.497
C 3.775 1.574 -3.548
C 2.721 2.143 -4.241
C 1.432 1.828 -3.843
N 1.163 1.013 -2.832
H 4.277 0.237 -1.922
H 4.798 1.793 -3.823
H 2.894 2.806 -5.078
H 0.566 2.238 -4.355
O -1.141 -1.715 1.151
N -1.847 -1.541 0.180
N -1.557 6.088 0.601
C -1.010 5.152 0.196
N -0.363 4.152 -0.338
C -0.266 2.921 -0.217
N -0.083 1.753 -0.225



Run b
62
Properties=species:S:1:pos:R:3 method="wB97M-V/def2-TZVPD" e_lumo_ev=-1.73 charge=0 orbital_gap_ev=6.2246
Ti 0.291 -0.166 0.552
C 1.598 -0.947 -3.046
Se -0.086 -0.389 -2.243
C -0.922 -2.167 -2.224
C -2.041 -2.302 -3.243
Se -3.583 -1.171 -2.867
C -4.419 -2.400 -1.617
H 2.168 -1.555 -2.348
H 2.158 -0.051 -3.310
H 1.388 -1.501 -3.959
H -1.276 -2.354 -1.209
H -0.110 -2.869 -2.425
H -2.386 -3.339 -3.259
H -1.687 -2.066 -4.247
H -4.772 -3.285 -2.144
H -5.253 -1.877 -1.158
H -3.732 -2.679 -0.822
C 2.382 1.872 -0.857
N 1.280 1.658 0.074
C 0.895 2.647 0.827
C 0.124 2.346 1.961
C -0.494 3.119 2.946
C -0.992 2.214 3.883
C -0.654 0.938 3.429
N 0.027 1.006 2.276
C 2.156 2.963 -1.882
C 0.893 3.210 -2.409
C 0.719 4.177 -3.387
C 1.804 4.909 -3.848
C 3.063 4.674 -3.322
C 3.237 3.709 -2.342
H 2.555 0.920 -1.367
H 3.297 2.070 -0.290
H 1.230 3.664 0.623
H -0.567 4.193 2.966
H -1.521 2.440 4.793
H -0.868 -0.014 3.892
H 0.034 2.655 -2.049
H -0.269 4.358 -3.787
H 1.664 5.665 -4.609
H 3.912 5.249 -3.668
H 4.221 3.532 -1.926
O -3.642 0.023 0.857
C -2.489 -0.320 0.907
O -1.535 0.233 0.167
C -1.933 -1.440 1.738
C -2.668 -2.060 2.684
C -2.045 -3.189 3.353
C -0.797 -3.560 3.058
C 0.071 -2.788 2.091
N -0.616 -1.696 1.422
H -3.692 -1.769 2.858
H -2.618 -3.771 4.063
H -0.352 -4.430 3.516
H 0.422 -3.473 1.296
O 1.683 -1.456 0.245
N 2.368 -0.846 1.272
N 3.993 -2.775 4.845
C 2.975 -2.872 4.314
N 1.769 -3.116 3.781
C 1.387 -2.428 2.771
N 2.254 -1.320 2.406



Most stable: run a



Run a
18
Properties=species:S:1:pos:R:3 method="wB97M-V/def2-TZVPD" e_lumo_ev=0.26 charge=0 smiles=CC(C)CB(O)O orbital_gap_ev=10.7692
B 2.013 -0.586 -0.140
C -1.092 -0.716 0.963
C -1.503 1.142 -0.757
C 0.839 0.487 -0.082
C -0.573 -0.075 -0.341
O 3.102 -0.166 -0.883
O 2.074 -1.814 0.469
H -1.124 -0.056 1.798
H -0.396 -1.624 1.334
H -2.062 -0.992 0.661
H -1.076 2.100 -0.613
H -2.491 1.038 -0.421
H -1.400 1.149 -1.869
H 0.945 1.425 -0.749
H 0.849 0.974 0.972
H -0.626 -0.769 -1.132
H 3.872 -0.829 -1.053
H 3.018 -2.221 0.511



Run b
18
Properties=species:S:1:pos:R:3 method="wB97M-V/def2-TZVPD" e_lumo_ev=0.44 charge=0 smiles=CC(C)(C)B(O)O orbital_gap_ev=10.7264
B -0.039 1.221 1.105
C 0.481 -1.206 0.901
C -1.414 -0.205 -0.605
C 0.949 0.317 -1.265
C 0.010 0.038 -0.006
O -1.309 1.614 1.482
O 0.921 1.730 1.909
H 1.530 -0.990 1.093
H 0.289 -2.170 0.392
H -0.194 -1.122 1.747
H -1.884 -1.050 -0.022
H -1.337 -0.501 -1.715
H -1.826 0.768 -0.495
H 1.204 -0.645 -1.728
H 0.280 1.135 -1.770
H 1.809 0.832 -0.903
H -1.238 2.017 2.361
H 1.883 1.496 1.710



Most stable: run b